The following is a quantum chemistry calculation of a structure of composition C30H65ClGaN8O9S in a non-equilibrium geometry, from the OMol25 dataset.

As for the net charge: -1. The value obtained for the LUMO energy is 0.0691 hartree.

Positions of all 115 atoms, in Å:
C  0.0115  0.6610  0.4357
C  -1.1499  0.1879  -0.6271
C  -1.1074  -1.4442  -0.5944
O  -0.7043  -2.0030  -1.6640
O  -1.5589  -2.1290  0.5776
C  -0.4516  -2.5856  1.4247
C  0.3401  -3.8817  0.8724
Ga  2.3387  -3.9590  1.4915
C  2.8615  -2.4343  2.7792
C  3.0886  -0.9930  2.0984
C  3.7238  -1.0237  0.6233
Cl  4.3563  -0.1099  3.1712
N  3.5472  -4.1975  -0.0307
C  2.9068  -4.1094  -1.1589
S  1.9620  -4.2149  -2.5601
H  0.5363  1.6279  0.0913
H  0.8222  -0.1673  0.3677
H  -0.4589  0.7382  1.4824
H  -2.1857  0.6086  -0.3598
H  -0.7636  0.5525  -1.6567
H  0.2928  -1.7502  1.7156
H  -0.9411  -2.9166  2.4288
H  0.2124  -3.9561  -0.2642
H  -0.2136  -4.8056  1.3180
H  2.4494  -5.3344  2.3545
H  3.7599  -2.7472  3.4469
H  1.9678  -2.3080  3.5180
H  2.1589  -0.3035  2.1266
H  2.9914  -1.4861  -0.1279
H  4.0439  0.0178  0.2547
H  4.6868  -1.6751  0.6716
C  -5.3127  0.1463  4.0137
C  -4.2228  -0.1250  3.0116
O  -3.9926  0.6372  2.0792
N  -3.4808  -1.2549  3.1618
C  -3.5890  -2.2724  4.1833
H  -5.8125  1.0823  3.7589
H  -6.0525  -0.6572  3.9914
H  -4.8872  0.2437  5.0148
H  -2.7709  -1.3648  2.4480
H  -2.6322  -2.3342  4.7067
H  -3.7891  -3.2282  3.6936
H  -4.3812  -2.0578  4.8987
C  7.2199  4.2180  1.3766
C  6.6554  2.8657  1.7210
O  5.5050  2.5507  1.4419
N  7.4604  1.9769  2.3616
C  8.8367  2.1448  2.7781
H  6.4554  4.8101  0.8691
H  7.5168  4.7443  2.2868
H  8.0741  4.1086  0.7048
H  7.0047  1.0945  2.5562
H  9.4362  1.3715  2.2900
H  8.8845  2.0040  3.8612
H  9.2302  3.1269  2.5214
C  -2.2895  -0.4687  -3.9832
C  -3.0718  0.7993  -4.1895
O  -2.8013  1.8357  -3.5936
N  -4.1105  0.7764  -5.0702
C  -4.5888  -0.3323  -5.8655
H  -1.4988  -0.2914  -3.2554
H  -2.9429  -1.2545  -3.5975
H  -1.8292  -0.7835  -4.9225
H  -4.5847  1.6653  -5.1523
H  -4.5297  -0.0479  -6.9190
H  -5.6335  -0.5151  -5.6037
H  -4.0095  -1.2389  -5.7010
C  -5.5025  -1.0947  -0.8644
C  -6.2390  -2.0261  -1.7870
O  -6.4485  -1.7477  -2.9640
N  -6.6795  -3.2111  -1.2836
C  -6.5365  -3.7238  0.0612
H  -5.2166  -0.1951  -1.4119
H  -6.1469  -0.8018  -0.0325
H  -4.5947  -1.5748  -0.4917
H  -7.1639  -3.7798  -1.9648
H  -5.9953  -4.6711  0.0101
H  -7.5351  -3.9055  0.4657
H  -6.0011  -3.0343  0.7115
C  12.1167  -0.2959  -0.5454
C  11.0042  -0.3138  0.4675
O  10.8683  0.5761  1.3006
N  10.1317  -1.3565  0.4432
C  10.1164  -2.4952  -0.4487
H  12.7255  0.5973  -0.3970
H  12.7545  -1.1734  -0.4186
H  11.7042  -0.2684  -1.5562
H  9.4148  -1.2949  1.1539
H  9.1592  -2.5046  -0.9744
H  10.2006  -3.4023  0.1539
H  10.9284  -2.4638  -1.1730
C  3.2808  4.6461  1.7770
C  3.2099  5.7036  0.7094
O  4.1113  5.8692  -0.1043
N  2.1006  6.4937  0.6601
C  0.9370  6.4621  1.5177
H  4.2230  4.1007  1.6845
H  3.2443  5.1091  2.7663
H  2.4591  3.9362  1.6585
H  2.1296  7.1778  -0.0837
H  0.0583  6.2780  0.8952
H  0.8370  7.4402  1.9946
H  1.0084  5.6909  2.2823
C  -10.9248  1.9966  -3.6603
C  -11.0657  0.9090  -2.6299
O  -11.8595  0.9935  -1.6997
N  -10.2795  -0.1943  -2.7515
C  -9.2888  -0.4863  -3.7664
H  -11.6172  2.8069  -3.4267
H  -9.9085  2.3966  -3.6479
H  -11.1688  1.6091  -4.6518
H  -10.4338  -0.8769  -2.0221
H  -9.5774  -1.4139  -4.2662
H  -8.3269  -0.6328  -3.2710
H  -9.2019  0.3116  -4.5019

Atomic partial charges in e from the Löwdin method, atoms 1 to 99: -0.10 -0.11 -0.35 0.02 -0.11 -0.26 -0.24 0.32 -0.33 -0.71 -0.17 0.47 -0.05 -0.81 0.48 0.08 0.06 0.09 0.12 0.11 0.09 0.12 0.01 0.05 -0.07 0.04 0.06 0.08 0.06 0.08 0.09 -0.02 -0.55 0.02 0.02 -0.08 0.08 0.08 0.08 0.11 0.08 0.08 0.07 0.00 -0.54 -0.02 0.01 -0.08 0.07 0.08 0.08 0.11 0.04 0.08 0.08 0.00 -0.55 0.02 0.00 -0.08 0.04 0.09 0.09 0.14 0.08 0.07 0.08 0.00 -0.54 0.00 0.01 -0.08 0.09 0.09 0.09 0.14 0.09 0.08 0.07 -0.01 -0.53 0.01 0.01 -0.07 0.08 0.08 0.09 0.15 0.09 0.08 0.07 0.00 -0.54 0.02 -0.01 -0.09 0.04 0.09 0.09

The following is a quantum chemistry calculation of the ion C7H12N with charge +1 in a non-equilibrium geometry, from the OMol25 dataset.

As for the spin multiplicity: 3. As for the net charge: +1. As for the energy above the lowest of the compared OMol25 structures with the same formula, charge and spin: 4.172 eV. The value obtained for the LUMO energy (spin up / spin down) is -0.1322 / -0.3034 hartree.

Positions of all 20 atoms, in Å:
C  -2.5913  -0.0094  0.9126
C  -0.9737  0.3232  0.1451
C  0.6199  0.1676  0.3479
C  1.3149  1.1451  1.2694
C  -3.0007  -0.3811  -0.2897
C  2.6646  -0.7325  -0.5300
C  -1.7678  -0.3401  -1.1614
N  1.2502  -0.5352  -0.5189
H  -1.2446  1.3040  0.1789
H  1.8388  1.9619  0.7055
H  1.9083  0.6294  1.9234
H  0.5714  1.4935  1.9318
H  -2.8800  0.3934  1.8849
H  0.7741  -1.1181  -1.1400
H  -4.0606  -0.6721  -0.6136
H  2.8369  -1.4387  -1.2816
H  2.9528  -1.1867  0.4494
H  3.2564  0.2880  -0.6326
H  -2.1049  0.0699  -2.0707
H  -1.3647  -1.3619  -1.5104

Population analysis type Löwdin, resulting atomic charges in e: 0.17 0.01 -0.27 -0.03 -0.04 -0.05 -0.07 -0.04 0.09 0.12 0.05 0.07 0.13 0.11 0.17 0.07 0.11 0.14 0.10 0.15

The following is a quantum chemistry calculation of the molecule C13H15N in a non-equilibrium geometry, from the OMol25 dataset.

As for the net charge: 0. The SMILES is CN(C)Cc1cccc2ccccc12. As for the energy above the lowest of the compared OMol25 structures with the same formula, charge and spin: 4.248 eV. The value obtained for the LUMO energy is 0.0047 hartree.

Positions of all 29 atoms, in Å:
C  0.8948  0.8433  2.7561
N  0.2334  -0.3998  2.9640
C  1.2959  -1.4815  2.9084
C  -0.8305  -0.6335  1.9571
C  -0.4358  -0.6808  0.4086
C  0.0056  -1.9496  -0.0598
C  0.5976  -2.1247  -1.2385
C  0.6665  -1.1758  -2.2470
C  0.0754  0.1318  -1.8637
C  0.0345  1.0860  -2.9371
C  -0.7125  2.1985  -2.6532
C  -1.1645  2.4332  -1.3649
C  -0.8260  1.6702  -0.1651
C  -0.3802  0.4363  -0.4604
H  1.4686  0.7698  1.8154
H  0.2630  1.7253  2.6499
H  1.6559  0.8236  3.5423
H  1.9572  -1.3039  3.7684
H  0.9415  -2.3953  3.0118
H  1.8900  -1.5410  2.0271
H  -1.7857  -0.0210  2.2980
H  -1.3557  -1.6679  1.9722
H  0.1328  -2.7421  0.6834
H  0.4521  -3.1569  -1.7585
H  0.7921  -1.4751  -3.3425
H  0.4745  0.9829  -3.8471
H  -1.0038  2.7884  -3.5599
H  -1.6058  3.4053  -1.1264
H  -1.2349  2.0875  0.8750

Population analysis type Löwdin, resulting atomic charges in e: -0.14 -0.24 -0.08 -0.16 -0.12 -0.10 -0.15 -0.02 -0.09 -0.04 -0.11 -0.07 -0.03 -0.18 0.09 0.08 0.09 0.09 0.02 0.07 0.14 0.13 0.11 0.14 0.13 0.08 0.12 0.09 0.15

The following is a quantum chemistry calculation of a cluster of 2 separate species, C3H5NO2 in total in a non-equilibrium geometry, from the OMol25 dataset.

As for the net charge: 0. As for the energy above the lowest of the compared OMol25 structures with the same formula, charge and spin: 3.895 eV. The value obtained for the LUMO energy is 0.0277 hartree.

Positions of all 11 atoms, in Å:
C  -3.0280  -0.1701  -0.1328
C  0.7758  -0.1501  -0.6407
C  0.4635  0.8136  0.3163
N  1.4395  -0.1513  0.6756
O  -2.4366  -1.1469  0.0331
O  -3.6950  0.7645  -0.3067
H  0.2067  -1.0018  -0.9915
H  1.6954  -0.0800  -1.2697
H  0.9049  1.8358  0.2800
H  1.2619  -0.7719  1.3846
H  2.4121  0.0581  0.6517

Population analysis type Löwdin, resulting atomic charges in e: -0.42 -0.21 -0.21 -0.03 0.19 0.20 0.09 0.10 0.06 0.11 0.14